Entry 1:
Molecular formula: C50H56BCl3N13Tl
Method: DFT, wB97M-V/def2-TZVPD

Last column: Mulliken spin population.
Cartesian coordinates (Å):
Tl  0.67  0.23  0.54  0.01
C  -6.55  1.65  -0.59  0.00
C  -5.36  2.48  -0.09  0.00
C  -4.16  1.67  0.35  0.01
C  -3.98  1.36  1.85  0.00
C  -5.24  0.74  2.46  0.00
C  -5.54  -0.64  1.89  0.00
C  -2.71  0.58  2.15  0.00
N  -1.68  1.00  1.26  0.00
C  -3.24  1.23  -0.52  -0.01
C  -3.34  1.08  -1.98  0.07
C  -0.82  0.67  -2.77  0.27
C  -0.13  1.17  -3.94  0.06
C  -0.79  1.88  -5.07  0.01
C  -1.58  0.95  -5.99  0.01
C  1.16  0.71  -3.84  0.09
C  1.22  0.02  -2.57  0.25
C  2.49  -0.52  -1.98  0.04
C  2.37  -1.72  -1.11  0.04
N  1.60  -1.71  -0.04  0.00
C  1.95  -2.81  0.74  0.00
C  1.49  -3.02  2.01  0.00
C  0.51  -2.33  2.75  0.00
N  -0.27  -1.29  2.28  0.00
C  -1.23  -1.12  3.22  0.00
C  -2.45  -0.33  3.08  0.00
C  -1.05  -1.99  4.32  0.00
C  0.07  -2.75  4.03  0.00
C  0.64  -3.87  4.85  0.00
C  0.03  -5.22  4.50  0.00
C  -1.89  -2.04  5.56  0.00
C  -1.66  -0.85  6.48  0.00
C  2.93  -3.58  0.02  0.00
C  3.19  -2.90  -1.15  0.01
C  4.07  -3.30  -2.29  0.00
C  3.28  -3.86  -3.47  0.00
C  3.49  -4.89  0.46  0.00
C  2.54  -6.05  0.16  0.00
N  0.05  0.00  -1.94  -0.07
C  2.25  0.76  -4.86  0.01
C  2.17  -0.40  -5.84  0.02
H  -7.30  2.30  -1.04  0.00
H  -7.03  1.09  0.21  0.00
H  -6.23  0.93  -1.34  0.00
H  -5.69  3.13  0.73  0.00
H  -5.05  3.16  -0.88  0.00
H  -6.09  1.40  2.28  0.00
H  -5.11  0.69  3.55  0.00
H  -5.59  -0.62  0.81  0.00
H  -6.50  -0.99  2.27  0.00
H  -4.78  -1.37  2.17  0.00
H  -4.09  1.66  -2.50  0.00
H  -0.03  2.41  -5.65  0.00
H  -1.46  2.65  -4.67  0.00
H  -0.94  0.18  -6.41  0.00
H  -2.03  1.51  -6.81  0.00
H  -2.38  0.45  -5.44  0.00
H  3.15  -0.76  -2.82  0.00
H  1.94  -3.86  2.53  0.00
H  -3.23  -0.59  3.79  0.00
H  0.47  -3.66  5.91  0.00
H  1.73  -3.90  4.74  0.00
H  -1.05  -5.21  4.63  0.00
H  0.44  -6.02  5.12  0.00
H  0.22  -5.48  3.45  0.00
H  -1.68  -2.97  6.09  0.00
H  -2.96  -2.10  5.29  0.00
H  -0.63  -0.82  6.83  0.00
H  -2.31  -0.89  7.36  0.00
H  -1.85  0.09  5.96  0.00
H  4.80  -4.04  -1.94  0.00
H  4.67  -2.44  -2.62  0.00
H  2.73  -4.75  -3.18  0.00
H  3.94  -4.12  -4.30  0.00
H  2.55  -3.13  -3.83  0.00
H  3.70  -4.85  1.53  0.00
H  4.45  -5.06  -0.02  0.00
H  1.58  -5.92  0.67  0.00
H  2.97  -7.00  0.49  0.00
H  2.34  -6.12  -0.91  0.00
H  3.22  0.76  -4.37  0.00
H  2.20  1.72  -5.40  0.00
H  2.20  -1.36  -5.31  0.00
H  3.01  -0.39  -6.54  0.00
H  1.25  -0.38  -6.42  0.00
C  0.90  2.23  4.63  0.00
C  1.55  1.56  3.59  0.00
N  0.82  1.62  2.49  0.00
N  -0.30  2.31  2.77  0.00
C  -0.27  2.68  4.07  0.00
B  -1.33  2.45  1.62  0.00
N  -2.08  0.60  -0.04  0.01
C  -2.16  -0.81  -0.21  0.01
C  -2.71  -1.30  -1.32  -0.01
C  -3.12  -0.37  -2.39  0.01
N  -2.21  0.69  -2.80  0.05
N  -0.81  3.21  0.43  0.01
C  -0.86  4.51  0.02  0.00
C  0.01  4.65  -1.03  0.00
C  0.56  3.37  -1.22  -0.01
N  0.05  2.52  -0.34  0.01
N  -2.54  3.27  2.27  0.00
C  -2.55  4.47  2.85  0.00
C  -3.78  4.68  3.44  0.00
C  -4.51  3.53  3.18  0.00
N  -3.73  2.70  2.49  0.00
H  1.23  2.36  5.65  0.00
H  2.50  1.04  3.59  0.00
H  -1.08  3.23  4.52  0.00
H  -1.72  -1.40  0.57  0.00
H  -2.77  -2.36  -1.47  0.00
H  -3.71  -0.77  -3.20  0.00
H  -1.51  5.22  0.49  0.00
H  0.20  5.54  -1.60  0.00
H  1.28  3.03  -1.94  0.00
H  -1.67  5.09  2.83  0.00
H  -4.11  5.55  3.98  0.00
H  -5.51  3.25  3.45  0.00
Cl  5.47  1.70  -0.19  0.00
C  4.48  1.24  -1.56  0.01
Cl  5.44  0.15  -2.60  0.00
Cl  4.09  2.71  -2.51  0.00
C  3.14  0.62  -1.09  0.06
N  2.64  1.08  -0.06  0.01

Calculated values
ΔE to the lowest compared entry with this formula, charge and spin = 1.35 kcal per mole
Total charge = +1
Highest occupied orbital energy (alpha / beta) = -9.21 / -9.20 eV
Frontier orbital gap (alpha / beta) = 0.2329 / 0.2003 hartree
LUMO energy (alpha / beta) = -2.9 / -3.8 eV
Max |F| = 0.6 eV Å⁻¹
Spin multiplicity = 2

Entry 2:
Molecular formula: C50H57Cl2F2KN4O3SSe
Method: DFT, wB97M-V/def2-TZVPD

Last column: Mulliken charge in e.
Cartesian coordinates (Å):
K  -0.75  -1.06  -1.55  1.14
C  6.28  3.08  0.87  -2.29
C  4.79  3.41  0.87  2.40
C  4.59  4.73  0.11  -1.82
C  4.35  3.62  2.33  -1.80
C  3.95  2.30  0.23  -0.84
C  2.56  2.40  0.19  -0.10
C  1.76  1.42  -0.36  0.00
Se  -0.16  1.64  -0.34  0.06
C  -0.59  1.09  1.46  0.07
C  -0.40  2.01  2.47  0.19
C  -0.71  1.74  3.80  -0.53
C  -1.26  0.48  4.06  -0.50
C  -1.50  -0.48  3.08  -0.26
C  -1.11  -0.23  1.72  -0.62
O  -1.23  -1.10  0.78  0.73
C  -2.08  -1.84  3.47  2.94
C  -3.38  -2.12  2.69  -1.23
C  -2.44  -1.93  4.95  -2.54
C  -1.03  -2.93  3.19  -1.82
C  -0.44  2.77  4.89  2.41
C  -1.15  4.09  4.56  -1.80
C  1.07  3.05  4.98  -1.43
C  -0.92  2.31  6.26  -2.28
C  2.32  0.24  -0.98  -0.03
O  1.58  -0.64  -1.53  -0.62
C  3.75  0.14  -0.94  -0.58
C  4.50  1.15  -0.35  -0.09
C  4.42  -1.08  -1.58  2.87
C  3.91  -2.38  -0.93  -1.72
C  4.11  -1.10  -3.08  -1.36
C  5.94  -1.06  -1.42  -2.48
H  6.84  3.89  1.35  0.43
H  6.67  2.95  -0.14  0.41
H  6.48  2.15  1.42  0.38
H  5.17  5.53  0.57  0.46
H  3.54  5.02  0.11  0.30
H  4.91  4.62  -0.93  0.38
H  4.93  4.41  2.80  0.47
H  4.47  2.70  2.90  0.34
H  3.29  3.90  2.38  0.34
H  2.06  3.27  0.62  0.12
H  0.00  2.98  2.20  0.00
H  -1.53  0.25  5.08  0.39
H  -4.18  -1.46  3.05  0.24
H  -3.70  -3.15  2.87  0.57
H  -3.26  -1.95  1.63  -0.38
H  -3.14  -1.14  5.24  0.45
H  -1.56  -1.86  5.60  0.46
H  -2.91  -2.89  5.14  0.44
H  -0.69  -2.92  2.16  0.30
H  -1.44  -3.93  3.40  0.42
H  -0.16  -2.78  3.83  0.33
H  -0.80  4.50  3.60  0.29
H  -0.96  4.85  5.33  0.46
H  -2.23  3.95  4.48  0.36
H  1.46  3.38  4.02  0.12
H  1.61  2.13  5.25  0.32
H  1.28  3.81  5.73  0.46
H  -2.00  2.11  6.27  0.43
H  -0.72  3.10  7.00  0.44
H  -0.41  1.41  6.59  0.37
H  5.57  1.04  -0.33  0.43
H  2.83  -2.44  -1.01  0.05
H  4.18  -2.41  0.12  0.37
H  4.36  -3.24  -1.43  0.48
H  3.03  -1.11  -3.24  -0.05
H  4.54  -1.98  -3.56  0.49
H  4.52  -0.21  -3.57  0.27
H  6.25  -1.06  -0.37  0.43
H  6.40  -0.20  -1.91  0.39
H  6.36  -1.97  -1.88  0.45
Cl  -3.38  3.68  -1.88  -0.17
C  -4.34  2.66  -2.97  -0.36
Cl  -3.42  1.36  -3.70  -0.03
H  -4.75  3.30  -3.74  0.38
H  -5.13  2.20  -2.38  0.14
F  0.49  -6.23  -3.15  -0.40
C  0.47  -4.99  -3.71  0.14
C  -0.71  -4.28  -3.71  -0.37
C  -0.73  -3.02  -4.29  0.71
C  0.45  -2.44  -4.79  0.32
C  1.58  -3.26  -4.82  0.42
F  2.72  -2.79  -5.38  -0.43
C  1.63  -4.52  -4.28  -1.06
C  0.59  -0.97  -5.07  -0.35
C  1.36  -0.45  -6.11  -0.80
C  1.59  0.91  -6.15  -0.59
C  1.06  1.72  -5.16  -1.00
C  0.26  1.13  -4.20  -0.41
N  0.03  -0.18  -4.15  0.74
H  -1.61  -4.70  -3.30  0.47
H  2.54  -5.11  -4.29  0.52
H  1.78  -1.12  -6.85  0.49
H  2.21  1.33  -6.94  0.38
H  1.24  2.79  -5.13  0.47
H  -0.22  1.72  -3.43  0.45
N  -5.34  -2.18  -0.90  0.05
C  -5.67  -1.37  0.17  0.55
C  -6.61  -1.45  1.19  -1.13
C  -6.62  -0.43  2.12  -0.43
C  -5.72  0.65  2.04  -0.64
C  -4.78  0.72  1.03  -0.28
C  -4.77  -0.30  0.08  0.17
N  -3.92  -0.46  -1.01  0.05
C  -4.30  -1.58  -1.56  0.22
C  -3.73  -2.19  -2.80  -0.94
C  -4.40  -3.13  -3.53  -0.43
S  -3.43  -3.51  -4.97  -0.38
C  -2.10  -2.30  -4.42  -0.55
N  -2.55  -1.69  -3.18  0.34
H  -5.69  -3.09  -1.12  0.27
H  -7.30  -2.29  1.27  0.41
H  -7.33  -0.47  2.94  0.35
H  -5.74  1.42  2.80  0.40
H  -4.06  1.52  0.96  0.32
H  -5.39  -3.53  -3.37  0.36
H  -2.00  -1.57  -5.22  0.55
O  -1.91  -3.75  -0.05  -0.62
H  -2.58  -3.91  0.63  0.32
H  -1.59  -2.86  0.21  -0.10

Calculated values
ΔE to the lowest compared entry with this formula, charge and spin = 0.00 kcal per mole
Total charge = -2
Highest occupied orbital energy = -1.16 eV
Frontier orbital gap = 0.1856 hartree
LUMO energy = 3.9 eV
Max |F| = 1.1 eV Å⁻¹
Spin multiplicity = 1

Entry 3:
Molecular formula: C50H58BaCl3N8O3S2Sb2
Method: DFT, wB97M-V/def2-TZVPD

Last column: Mulliken charge in e.
Cartesian coordinates (Å):
Ba  0.02  0.77  0.91  1.90
N  -0.21  -0.53  -2.28  0.79
C  0.07  0.33  -3.33  0.36
C  0.37  -0.13  -4.59  -0.64
C  0.71  0.76  -5.63  -0.79
C  0.73  2.11  -5.43  -0.93
C  0.44  2.62  -4.14  0.91
C  0.47  4.00  -3.85  -0.80
C  0.23  4.43  -2.59  -1.06
C  -0.06  3.48  -1.59  -0.29
N  -0.12  2.18  -1.82  0.59
C  0.12  1.74  -3.08  -0.20
H  -0.38  -1.49  -2.56  0.16
H  -0.94  -0.23  -1.65  -0.78
H  0.35  -1.19  -4.78  0.52
H  0.93  0.35  -6.61  0.40
H  0.97  2.79  -6.23  0.42
H  0.71  4.70  -4.65  0.43
H  0.26  5.48  -2.33  0.50
H  -0.25  3.80  -0.58  0.44
C  3.79  -4.33  0.52  -1.39
Sb  1.96  -3.26  0.14  0.56
C  1.55  -4.40  -1.63  -1.29
C  0.86  -4.44  1.61  -1.49
C  0.69  -5.88  1.25  0.91
C  1.66  -6.78  1.71  -0.67
C  1.64  -8.12  1.39  -0.79
C  0.62  -8.61  0.59  -0.74
C  -0.35  -7.73  0.13  -0.63
C  -0.34  -6.37  0.44  0.70
C  -1.48  -5.57  -0.16  -1.73
Sb  -1.80  -3.42  -0.15  0.35
C  -3.00  -3.38  1.63  -1.35
C  -3.43  -3.66  -1.52  -1.08
H  3.65  -5.38  0.28  0.46
H  4.05  -4.24  1.57  0.28
H  4.59  -3.91  -0.09  0.43
H  1.40  -5.45  -1.38  0.39
H  2.43  -4.32  -2.27  0.57
H  0.69  -4.02  -2.17  0.19
H  -0.08  -3.95  1.85  0.46
H  1.48  -4.36  2.51  0.79
H  2.45  -6.40  2.35  0.43
H  2.40  -8.79  1.77  0.42
H  0.57  -9.65  0.32  0.41
H  -1.15  -8.11  -0.50  0.46
H  -2.42  -5.96  0.25  0.69
H  -1.52  -5.79  -1.23  0.60
H  -3.77  -4.15  1.56  0.42
H  -3.49  -2.40  1.72  0.31
H  -2.39  -3.56  2.51  0.45
H  -4.06  -4.48  -1.18  0.49
H  -3.04  -3.89  -2.51  0.61
H  -4.02  -2.75  -1.56  -0.14
C  -1.26  1.27  4.69  -1.24
C  -0.45  0.03  4.51  -0.30
N  0.17  -0.34  3.41  1.18
C  0.82  -1.53  3.72  -0.58
C  0.58  -1.86  5.01  -0.95
N  -0.23  -0.86  5.50  -0.01
H  -1.77  1.53  3.76  0.17
H  -0.62  2.11  4.97  0.21
H  -2.01  1.14  5.47  0.52
H  1.42  -2.05  3.00  0.30
H  0.90  -2.70  5.61  0.48
H  -0.61  -0.80  6.43  0.20
Cl  3.76  -2.77  5.44  -0.22
C  4.52  -1.57  4.45  0.29
C  4.18  -0.23  4.62  -1.19
C  4.81  0.71  3.83  0.47
C  5.76  0.38  2.86  -0.08
C  6.43  1.44  2.01  -0.62
C  5.43  2.46  1.45  -1.51
N  4.42  1.78  0.65  0.49
C  4.56  1.33  -0.65  -0.55
C  3.42  0.64  -0.93  -1.34
N  2.61  0.61  0.18  0.30
C  3.25  1.30  1.10  -0.45
O  7.56  2.02  2.64  -0.48
C  7.54  3.32  3.23  -1.04
C  6.70  3.46  4.47  0.10
C  6.87  2.72  5.60  1.03
Cl  8.04  1.50  5.86  -0.17
S  5.72  3.09  6.82  -0.19
C  4.99  4.28  5.83  -0.54
C  5.61  4.37  4.62  -0.60
C  6.05  -0.98  2.72  0.79
Cl  7.21  -1.53  1.55  -0.25
C  5.45  -1.95  3.51  -0.80
H  3.45  0.05  5.36  0.45
H  4.54  1.75  3.97  0.66
H  6.87  0.93  1.14  0.79
H  5.94  3.19  0.82  0.45
H  4.91  3.00  2.24  0.47
H  5.43  1.56  -1.24  0.56
H  3.14  0.15  -1.85  0.54
H  2.90  1.51  2.10  0.46
H  7.23  4.08  2.51  0.30
H  8.58  3.50  3.47  0.40
H  4.17  4.86  6.19  0.47
H  5.32  5.08  3.86  0.42
H  5.72  -2.99  3.38  0.47
C  -0.57  4.81  2.53  -1.47
C  -0.37  3.42  1.99  0.94
O  0.78  2.89  2.07  -0.71
O  -1.35  2.80  1.48  -0.73
H  0.33  5.40  2.41  0.36
H  -0.79  4.73  3.60  0.34
H  -1.42  5.29  2.05  0.33
N  -3.46  2.24  -1.41  -0.28
C  -3.88  0.98  -1.21  0.09
S  -3.10  -0.02  -0.11  0.01
N  -4.95  0.61  -1.94  -0.18
C  -5.59  -0.67  -1.94  -0.26
C  -5.79  -1.30  -3.17  -0.23
C  -6.44  -2.52  -3.22  -0.56
C  -6.87  -3.12  -2.04  -0.53
C  -6.67  -2.49  -0.83  -0.64
C  -6.04  -1.26  -0.77  0.08
H  -2.68  2.57  -0.86  0.04
H  -3.96  2.90  -1.98  0.17
H  -5.26  1.24  -2.66  0.29
H  -5.42  -0.83  -4.07  0.41
H  -6.59  -3.01  -4.17  0.38
H  -7.37  -4.08  -2.08  0.42
H  -7.02  -2.95  0.09  0.41
H  -5.90  -0.75  0.18  0.47

Calculated values
ΔE to the lowest compared entry with this formula, charge and spin = 14.59 kcal per mole
Total charge = +1
Highest occupied orbital energy = -9.72 eV
Frontier orbital gap = 0.2856 hartree
LUMO energy = -2.0 eV
Max |F| = 1.6 eV Å⁻¹
Spin multiplicity = 1

Entry 4:
Molecular formula: C50H58Cl2CsN7OP2S
Method: DFT, wB97M-V/def2-TZVPD

Last column: Mulliken charge in e.
Cartesian coordinates (Å):
Cs  -0.28  0.76  1.53  2.58
Cl  -1.48  2.65  4.15  -0.06
C  -3.24  2.62  4.18  0.38
C  -3.87  3.68  4.80  -0.86
C  -5.26  3.71  4.82  -0.39
C  -5.97  2.68  4.22  -0.73
C  -5.30  1.64  3.61  0.49
Cl  -6.25  0.39  2.87  -0.20
C  -3.91  1.55  3.56  -0.72
S  -3.09  0.25  2.78  -0.01
H  -3.28  4.45  5.25  0.40
H  -5.77  4.53  5.30  0.37
H  -7.04  2.68  4.22  0.42
C  0.96  -2.94  -1.78  -1.88
N  -0.47  -2.71  -1.70  1.64
C  -1.07  -3.06  -0.44  -1.19
P  -2.20  -1.69  0.19  0.59
C  -3.42  -2.71  1.06  0.30
C  -3.01  -3.81  1.79  -0.54
C  -3.92  -4.52  2.57  -0.66
C  -5.25  -4.13  2.61  -0.65
C  -5.66  -3.02  1.88  -0.70
C  -4.76  -2.31  1.12  -0.59
C  -3.09  -1.27  -1.34  -0.17
C  -2.95  0.02  -1.84  -0.57
C  -3.52  0.38  -3.05  -0.70
C  -4.26  -0.55  -3.77  -0.69
C  -4.43  -1.83  -3.26  -0.80
C  -3.86  -2.18  -2.06  0.09
C  -1.16  -3.12  -2.86  -0.18
C  -1.88  -4.31  -2.95  -0.50
C  -2.54  -4.64  -4.12  -0.80
C  -2.48  -3.81  -5.22  -0.71
C  -1.75  -2.63  -5.15  -0.92
C  -1.10  -2.29  -3.98  0.35
P  1.91  -1.74  -0.72  1.65
C  2.43  -2.72  0.74  0.36
C  2.99  -3.99  0.66  -0.45
C  3.39  -4.65  1.80  -0.81
C  3.24  -4.05  3.05  -0.58
C  2.69  -2.79  3.14  -0.77
C  2.29  -2.13  1.99  -0.22
C  3.53  -1.70  -1.57  0.63
C  4.56  -1.06  -0.88  -0.74
C  5.82  -0.94  -1.43  -0.64
C  6.08  -1.43  -2.70  -0.78
C  5.07  -2.04  -3.41  -0.83
C  3.80  -2.17  -2.85  -0.53
H  1.24  -2.73  -2.81  0.47
H  1.22  -3.99  -1.57  0.03
H  -0.28  -3.18  0.31  0.28
H  -1.62  -4.01  -0.46  0.48
H  -1.98  -4.13  1.79  0.30
H  -3.58  -5.37  3.14  0.44
H  -5.96  -4.67  3.21  0.38
H  -6.69  -2.69  1.93  0.43
H  -5.08  -1.42  0.59  0.68
H  -2.39  0.75  -1.28  0.84
H  -3.40  1.39  -3.43  0.46
H  -4.71  -0.28  -4.71  0.40
H  -5.01  -2.56  -3.81  0.47
H  -3.99  -3.18  -1.67  0.54
H  -1.95  -4.98  -2.11  0.45
H  -3.10  -5.56  -4.17  0.42
H  -3.00  -4.07  -6.13  0.42
H  -1.71  -1.96  -5.99  0.43
H  -0.56  -1.36  -3.90  0.16
H  3.13  -4.46  -0.30  0.37
H  3.83  -5.64  1.73  0.42
H  3.55  -4.57  3.94  0.40
H  2.54  -2.31  4.10  0.49
H  1.86  -1.14  2.08  0.60
H  4.37  -0.68  0.11  0.49
H  6.61  -0.46  -0.86  0.50
H  7.07  -1.33  -3.13  0.37
H  5.25  -2.42  -4.40  0.44
H  3.04  -2.67  -3.43  0.45
C  3.03  5.26  2.97  -0.94
N  1.91  5.40  2.07  0.25
C  1.24  6.69  2.12  -0.72
C  -0.01  6.44  1.30  -0.60
N  -0.24  5.04  1.56  0.27
C  -1.29  4.38  0.84  -0.85
C  0.94  4.41  1.87  -0.88
N  1.00  3.14  1.90  0.31
C  2.18  2.36  2.19  -2.81
C  3.09  2.22  0.97  -0.49
N  2.35  1.57  -0.09  1.23
C  2.66  1.61  -1.32  -1.21
N  1.83  1.04  -2.27  0.99
C  0.41  0.96  -2.06  0.65
C  2.29  1.35  -3.59  -0.77
C  3.77  1.64  -3.35  -0.52
N  3.77  2.13  -1.98  0.12
C  5.05  2.34  -1.36  -1.05
H  3.58  6.20  2.97  0.37
H  3.71  4.48  2.63  0.24
H  2.72  5.04  4.00  0.32
H  1.89  7.47  1.71  0.39
H  0.99  6.95  3.16  0.37
H  0.18  6.62  0.23  0.31
H  -0.85  7.05  1.62  0.37
H  -2.25  4.86  1.06  0.39
H  -1.36  3.35  1.15  -0.03
H  -1.12  4.41  -0.24  0.23
H  1.83  1.35  2.45  0.63
H  2.75  2.71  3.05  0.50
H  3.98  1.64  1.26  0.32
H  3.43  3.22  0.69  0.53
H  0.21  0.95  -1.00  -1.00
H  0.00  0.04  -2.47  -1.19
H  -0.11  1.82  -2.51  0.66
H  1.76  2.22  -4.01  0.38
H  2.15  0.50  -4.27  0.33
H  4.15  2.41  -4.03  0.47
H  4.38  0.74  -3.44  0.12
H  5.80  2.38  -2.16  0.43
H  5.33  1.52  -0.69  0.18
H  5.09  3.28  -0.82  0.35
O  -0.31  -0.89  4.11  -0.56
H  -1.00  -1.50  3.81  0.32
H  -0.87  -0.16  4.44  0.32

Calculated values
ΔE to the lowest compared entry with this formula, charge and spin = 25.68 kcal per mole
Highest occupied orbital energy = -6.33 eV
Frontier orbital gap = 0.2367 hartree
LUMO energy = 0.1 eV
Max |F| = 1.2 eV Å⁻¹
Spin multiplicity = 1